No. 1
Computed, not measured: C38H36N8O4Sn as an isolated structure, with ωB97M-V/def2-TZVPD.

XYZ file:
```
87
Properties=species:S:1:pos:R:3:mulliken_charge:R:1
Sn 0.307 0.417 0.338 1.238
C 3.523 -1.362 -2.276 -0.450
O 3.345 -0.807 -3.580 -0.541
C 2.342 0.096 -3.838 0.667
C 2.083 0.293 -5.178 -0.663
C 1.119 1.212 -5.611 -0.636
C 0.414 1.919 -4.663 -0.772
C 0.618 1.707 -3.293 0.839
C -0.178 2.501 -2.372 -0.874
N -0.334 2.310 -1.118 0.748
N -1.157 3.234 -0.498 -0.831
C -1.112 3.115 0.803 0.502
O -0.352 2.353 1.486 -0.927
C -2.066 3.996 1.562 0.323
C -2.020 3.996 2.952 -0.426
C -2.932 4.738 3.690 -0.585
C -3.910 5.482 3.044 -0.301
C -3.956 5.494 1.654 -0.569
C -3.041 4.755 0.918 -0.256
C 1.597 0.785 -2.823 0.509
O 1.804 0.576 -1.574 -0.966
H 4.275 -2.141 -2.408 0.300
H 2.604 -1.801 -1.888 0.038
H 3.875 -0.623 -1.561 0.243
H 2.662 -0.286 -5.889 0.392
H 0.942 1.359 -6.670 0.358
H -0.340 2.639 -4.969 0.323
H -0.701 3.356 -2.806 0.275
H -1.262 3.393 3.435 0.443
H -2.890 4.727 4.772 0.374
H -4.640 6.043 3.617 0.351
H -4.715 6.074 1.141 0.346
H -3.069 4.739 -0.163 0.417
C -2.853 -4.578 5.202 -2.211
C -2.863 -4.869 3.701 2.068
C -4.295 -4.680 3.179 -1.625
C -2.419 -6.320 3.473 -1.624
C -1.916 -3.942 2.940 0.250
C -1.040 -3.066 3.565 -0.253
C -0.219 -2.263 2.783 -1.035
N -0.220 -2.294 1.460 -0.112
C -1.055 -3.124 0.837 -0.423
C -1.904 -3.962 1.548 0.600
C -1.051 -3.075 -0.660 -0.805
C -1.842 -3.923 -1.422 0.067
C -1.853 -3.829 -2.811 0.333
C -1.041 -2.860 -3.379 -0.629
C -0.274 -2.052 -2.548 -0.837
N -0.265 -2.154 -1.228 0.273
C -2.724 -4.783 -3.626 2.020
C -2.218 -6.216 -3.413 -1.601
C -2.672 -4.460 -5.120 -2.180
C -4.180 -4.669 -3.152 -1.607
H -3.598 -5.200 5.704 0.440
H -3.096 -3.532 5.398 0.438
H -1.878 -4.796 5.643 0.387
H -4.992 -5.284 3.767 0.455
H -4.387 -4.977 2.134 0.329
H -4.592 -3.632 3.246 0.381
H -3.093 -7.010 3.989 0.433
H -1.406 -6.476 3.851 0.369
H -2.421 -6.567 2.410 0.322
H -0.985 -2.980 4.641 0.453
H 0.472 -1.556 3.235 0.387
H -2.580 -4.620 1.022 0.250
H -2.464 -4.660 -0.935 0.319
H -0.988 -2.706 -4.447 0.524
H 0.358 -1.283 -2.975 0.183
H -1.178 -6.305 -3.734 0.369
H -2.823 -6.924 -3.989 0.436
H -2.268 -6.498 -2.360 0.314
H -1.668 -4.606 -5.523 0.371
H -2.974 -3.428 -5.309 0.415
H -3.355 -5.118 -5.663 0.444
H -4.289 -4.982 -2.113 0.314
H -4.830 -5.296 -3.769 0.450
H -4.523 -3.634 -3.219 0.382
O -3.950 -1.445 0.114 -0.754
C -2.971 -0.738 0.118 0.757
N -2.000 -0.060 0.116 -0.775
N 2.479 0.181 2.605 -0.418
C 3.395 0.442 3.264 0.230
C 4.503 0.723 4.091 -0.041
C 5.814 0.802 3.567 0.225
N 6.900 0.867 3.172 -0.549
C 4.326 0.891 5.484 0.148
N 4.201 1.027 6.627 -0.549
```

## Properties
**E_tot**: -65935.4730 eV
**Multiplicity**: 1
**Strongest force on any atom**: 0.670 eV/A
**Total charge**: -2
**Lowest unoccupied orbital energy**: 3.508 eV

---

No. 2
Computed, not measured: C3H4N2 as an isolated structure in a non-equilibrium geometry, with ωB97M-V/def2-TZVPD.

XYZ file:
```
9
Properties=species:S:1:pos:R:3:mulliken_charge:R:1
C -0.618 0.685 0.886 -0.336
C 0.471 -0.101 0.918 -0.287
N -0.722 0.728 -0.533 -0.352
N 0.729 -0.893 -1.544 -0.637
C 0.323 -0.238 -0.563 0.413
H -1.582 0.611 -1.051 0.242
H 1.481 -1.547 -1.349 0.244
H -1.249 1.200 1.584 0.370
H 1.166 -0.444 1.653 0.345
```

## Properties
**E_tot**: -6153.8376 eV
**Multiplicity**: 1
**Strongest force on any atom**: 1.002 eV/A
**Lowest unoccupied orbital energy**: 0.985 eV

---

No. 3
Computed, not measured: C35H34GeIrN3S6 as an isolated structure, with ωB97M-V/def2-TZVPD.

XYZ file:
```
80
Properties=species:S:1:pos:R:3:mulliken_charge:R:1
Ir -0.789 -1.611 -0.629 2.410
C 2.403 -0.318 -0.801 0.369
C 2.490 -1.785 -0.527 0.303
C 3.759 -2.356 -0.259 -0.946
C 3.859 -3.689 -0.019 -0.891
C 2.689 -4.485 0.007 1.130
C 2.744 -5.873 0.266 -0.847
C 1.578 -6.591 0.297 -0.519
C 0.343 -5.963 0.100 -0.543
C 0.230 -4.602 -0.148 0.480
S -1.316 -3.840 -0.340 -0.691
C 1.453 -3.843 -0.235 -0.600
N 1.389 -2.504 -0.543 -0.307
H 3.359 0.171 -0.613 0.508
H 1.651 0.116 -0.137 -0.641
H 2.113 -0.154 -1.843 -0.330
H 4.630 -1.715 -0.274 0.440
H 4.819 -4.156 0.170 0.350
H 3.707 -6.338 0.444 0.301
H 1.601 -7.657 0.495 0.336
H -0.568 -6.545 0.165 0.366
N -0.740 0.429 -1.312 0.468
C -1.073 0.546 -2.750 0.200
C -1.867 -0.667 -3.210 -1.173
N -1.068 -1.858 -2.906 -0.610
H -1.448 0.864 -0.720 -0.414
H 0.130 0.918 -1.134 -0.376
H -0.131 0.569 -3.305 -0.089
H -1.613 1.476 -2.956 0.366
H -2.107 -0.567 -4.277 0.426
H -2.790 -0.746 -2.635 0.424
H -0.178 -1.830 -3.398 -0.093
H -1.530 -2.734 -3.121 0.304
C -1.305 -1.138 1.080 -0.765
Ge -1.651 0.670 1.764 1.296
C -3.182 1.594 0.879 -0.105
C -3.343 2.976 0.769 0.137
C -4.364 3.535 0.007 -0.672
C -5.267 2.714 -0.654 -0.389
C -5.137 1.335 -0.543 -0.608
C -4.105 0.784 0.202 -0.390
C -0.119 1.939 1.941 0.038
C 0.151 3.016 1.089 -0.347
C 1.373 3.675 1.103 -0.574
C 2.380 3.267 1.968 -0.497
C 2.143 2.192 2.816 -0.731
C 0.916 1.545 2.800 -0.450
C -2.293 0.481 3.635 -0.387
C -1.981 1.368 4.663 -0.102
C -2.483 1.193 5.949 -0.668
C -3.320 0.121 6.226 -0.370
C -3.641 -0.775 5.213 -0.608
C -3.125 -0.598 3.937 -0.375
H -2.672 3.640 1.303 0.353
H -4.453 4.613 -0.066 0.377
H -6.064 3.144 -1.251 0.362
H -5.835 0.682 -1.056 0.380
H -3.975 -0.293 0.228 0.371
H -0.599 3.338 0.373 0.246
H 1.545 4.505 0.426 0.419
H 3.340 3.770 1.971 0.358
H 2.923 1.847 3.486 0.364
H 0.763 0.697 3.461 0.409
H -1.332 2.214 4.460 0.237
H -2.219 1.894 6.734 0.370
H -3.714 -0.021 7.226 0.342
H -4.283 -1.623 5.424 0.376
H -3.333 -1.327 3.160 0.343
C 1.716 2.991 -2.605 -0.361
S 1.887 2.678 -4.380 -0.238
C 3.317 1.676 -4.398 -0.011
C 3.323 0.308 -4.439 0.101
S 2.055 -0.829 -4.487 -0.389
S 4.958 -0.358 -4.425 -0.093
C 5.877 1.100 -4.403 0.077
S 7.540 1.153 -4.344 -0.351
S 4.871 2.481 -4.365 -0.132
H 0.730 3.429 -2.438 0.288
H 2.477 3.677 -2.235 0.535
H 1.784 2.058 -2.053 -0.275
```

## Properties
**E_tot**: -165683.3823 eV
**Multiplicity**: 1
**Strongest force on any atom**: 0.775 eV/A
**Total charge**: -2
**Lowest unoccupied orbital energy**: 3.989 eV

---

No. 4
Computed, not measured: an isolated ion of composition C7H12N3O5 and charge +1 in a non-equilibrium geometry, with ωB97M-V/def2-TZVPD.

XYZ file:
```
27
Properties=species:S:1:pos:R:3:mulliken_charge:R:1
C 1.233 -0.042 -1.245 0.074
C 2.953 -0.405 0.169 0.248
C -1.349 1.089 -0.260 -0.032
C -0.048 1.434 0.497 -0.516
C -1.596 -0.441 0.058 -0.247
C 0.729 0.140 0.212 0.932
C -2.530 -1.141 -1.000 -0.384
N 2.544 -0.452 -1.102 -0.083
N 1.900 -0.193 0.966 -0.190
N 4.196 -0.563 0.609 -0.381
O 0.594 0.094 -2.287 -0.568
O -0.252 -1.021 0.169 -0.537
O -2.411 1.860 0.309 -0.549
O 0.581 2.599 0.098 -0.547
O -2.934 -2.277 -0.284 -0.538
H -1.273 1.252 -1.311 0.357
H -0.386 1.519 1.451 0.591
H -2.113 -0.629 1.044 0.459
H -2.078 -1.486 -1.939 0.281
H -3.443 -0.489 -0.983 0.284
H 2.867 -0.612 -2.072 0.364
H 1.956 -0.030 1.945 0.308
H 5.020 -1.012 0.080 0.299
H 4.373 -0.562 1.601 0.238
H -3.240 1.379 0.395 0.387
H 0.051 3.246 -0.312 0.411
H -3.737 -2.665 -0.812 0.340
```

## Properties
**E_tot**: -22153.5063 eV
**Multiplicity**: 1
**Strongest force on any atom**: 3.973 eV/A
**Total charge**: +1
**Lowest unoccupied orbital energy**: -3.741 eV

---

Repeat the fourth record exactly.
Computed, not measured: an isolated ion of composition C7H12N3O5 and charge +1 in a non-equilibrium geometry, with ωB97M-V/def2-TZVPD.

XYZ file:
```
27
Properties=species:S:1:pos:R:3:mulliken_charge:R:1
C 1.233 -0.042 -1.245 0.074
C 2.953 -0.405 0.169 0.248
C -1.349 1.089 -0.260 -0.032
C -0.048 1.434 0.497 -0.516
C -1.596 -0.441 0.058 -0.247
C 0.729 0.140 0.212 0.932
C -2.530 -1.141 -1.000 -0.384
N 2.544 -0.452 -1.102 -0.083
N 1.900 -0.193 0.966 -0.190
N 4.196 -0.563 0.609 -0.381
O 0.594 0.094 -2.287 -0.568
O -0.252 -1.021 0.169 -0.537
O -2.411 1.860 0.309 -0.549
O 0.581 2.599 0.098 -0.547
O -2.934 -2.277 -0.284 -0.538
H -1.273 1.252 -1.311 0.357
H -0.386 1.519 1.451 0.591
H -2.113 -0.629 1.044 0.459
H -2.078 -1.486 -1.939 0.281
H -3.443 -0.489 -0.983 0.284
H 2.867 -0.612 -2.072 0.364
H 1.956 -0.030 1.945 0.308
H 5.020 -1.012 0.080 0.299
H 4.373 -0.562 1.601 0.238
H -3.240 1.379 0.395 0.387
H 0.051 3.246 -0.312 0.411
H -3.737 -2.665 -0.812 0.340
```

## Properties
**E_tot**: -22153.5063 eV
**Multiplicity**: 1
**Strongest force on any atom**: 3.973 eV/A
**Total charge**: +1
**Lowest unoccupied orbital energy**: -3.741 eV